Entry 1:
{"formula": "C4H13N3O", "method": "ωB97M-V/def2-TZVPD", "energy_ev": -10875.9134, "smiles": "N/C=N\\CCCN.O", "orbital_gap_ev": 9.98, "charge": 0, "symbols": ["N", "C", "N", "C", "C", "C", "N", "H", "H", "H", "H", "H", "H", "H", "H", "H", "H", "H", "O", "H", "H"], "positions_angstrom": [[-1.394, -1.463, -1.242], [-1.402, -0.114, -1.476], [-0.443, 0.704, -1.627], [0.983, 0.445, -1.408], [1.439, -0.640, -0.442], [0.772, -0.416, 0.949], [1.303, 0.703, 1.725], [-2.204, -2.032, -1.070], [-0.531, -1.790, -0.832], [-2.373, 0.367, -1.589], [1.464, 0.471, -2.388], [1.323, 1.413, -1.021], [2.517, -0.537, -0.282], [1.282, -1.673, -0.752], [0.817, -1.295, 1.592], [-0.287, -0.240, 0.767], [0.983, 1.573, 1.331], [2.308, 0.786, 1.592], [-2.572, 1.234, 2.107], [-1.893, 1.027, 2.759], [-2.092, 1.476, 1.309]], "nbo_charge": [-0.840, 0.266, -0.508, -0.267, -0.448, -0.231, -0.826, 0.402, 0.385, 0.173, 0.213, 0.195, 0.212, 0.193, 0.189, 0.191, 0.349, 0.347, -0.942, 0.474, 0.470]}

Entry 2:
{"formula": "C9H9N3O2", "method": "ωB97M-V/def2-TZVPD", "energy_ev": -18043.5895, "smiles": "O=c1cc[nH]c(=O)[nH]1.c1ccncc1", "orbital_gap_ev": 10.14, "charge": 0, "symbols": ["O", "C", "C", "C", "N", "C", "O", "N", "H", "H", "H", "H", "C", "C", "C", "N", "C", "C", "H", "H", "H", "H", "H"], "positions_angstrom": [[2.699, 2.479, -0.084], [2.335, 1.333, 0.044], [0.973, 0.866, 0.009], [0.724, -0.458, -0.130], [1.732, -1.505, -0.262], [3.012, -1.111, 0.075], [3.984, -1.849, 0.317], [3.271, 0.279, -0.115], [0.207, 1.683, -0.006], [-0.332, -0.681, -0.329], [1.463, -2.442, 0.008], [4.217, 0.657, 0.111], [-4.203, -0.417, -0.915], [-4.446, -0.477, 0.456], [-3.508, 0.012, 1.336], [-2.300, 0.524, 0.962], [-1.979, 0.416, -0.333], [-2.934, 0.035, -1.288], [-4.997, -0.718, -1.607], [-5.325, -0.887, 0.919], [-3.672, 0.086, 2.385], [-1.006, 0.892, -0.614], [-2.783, 0.090, -2.344]], "nbo_charge": [-0.570, 0.637, -0.381, 0.055, -0.606, 0.778, -0.604, -0.654, 0.253, 0.234, 0.427, 0.434, -0.165, -0.255, 0.024, -0.414, -0.018, -0.255, 0.227, 0.221, 0.199, 0.209, 0.220]}

Entry 3:
{"formula": "C7H9N3O", "method": "ωB97M-V/def2-TZVPD", "energy_ev": -13920.3388, "smiles": "COc1nncc(C2CC2)n1", "orbital_gap_ev": 9.34, "charge": 0, "symbols": ["C", "O", "C", "N", "N", "C", "C", "C", "C", "C", "N", "H", "H", "H", "H", "H", "H", "H", "H", "H"], "positions_angstrom": [[1.816, 0.303, 2.574], [0.991, -0.871, 2.651], [0.069, -1.030, 1.647], [-0.965, -1.857, 1.924], [-1.970, -2.062, 1.024], [-1.894, -1.408, -0.128], [-0.825, -0.535, -0.389], [-0.820, 0.233, -1.681], [0.491, 0.505, -2.413], [-0.193, 1.657, -1.658], [0.126, -0.312, 0.506], [2.626, 0.308, 3.338], [1.239, 1.166, 2.799], [2.245, 0.385, 1.580], [-2.689, -1.614, -0.846], [-1.726, 0.050, -2.316], [0.463, 0.573, -3.520], [1.387, 0.058, -1.997], [0.337, 2.059, -0.800], [-0.707, 2.390, -2.296]], "nbo_charge": [-0.256, -0.476, 0.644, -0.288, -0.139, -0.077, 0.251, -0.279, -0.401, -0.401, -0.502, 0.201, 0.182, 0.197, 0.210, 0.232, 0.222, 0.228, 0.236, 0.219]}

Entry 4:
{"formula": "C20H28IrNO2", "method": "ωB97M-V/def2-TZVPD", "energy_ev": -29609.3231, "multiplicity": 5, "s2": 6.030, "orbital_gap_ev": [5.13, 7.34], "charge": 0, "symbols": ["O", "C", "C", "H", "H", "C", "H", "H", "C", "H", "H", "H", "C", "H", "H", "H", "Ir", "C", "C", "C", "H", "C", "C", "H", "H", "H", "H", "C", "C", "C", "H", "C", "C", "H", "H", "H", "H", "O", "C", "C", "H", "H", "C", "H", "H", "C", "H", "H", "H", "H", "N", "C"], "positions_angstrom": [[2.577, 3.211, -1.279], [2.904, 2.941, -2.703], [3.860, 4.108, -2.807], [1.995, 3.004, -3.315], [3.412, 1.969, -2.773], [3.608, 4.308, -1.309], [3.465, 4.906, -3.431], [4.877, 3.808, -3.062], [2.985, 5.634, -0.979], [2.050, 5.760, -1.531], [3.681, 6.437, -1.250], [2.817, 5.703, 0.099], [4.787, 3.987, -0.424], [5.311, 3.098, -0.781], [4.446, 3.811, 0.603], [5.487, 4.837, -0.411], [1.027, 2.156, -0.049], [1.730, 0.620, 1.007], [2.399, 0.583, -0.349], [3.739, 1.032, -0.143], [2.070, -0.132, -1.104], [3.942, 1.300, 1.233], [2.773, 1.030, 1.946], [2.653, 1.025, 3.026], [0.914, -0.061, 1.240], [4.508, 1.014, -0.917], [4.902, 1.590, 1.662], [-0.787, 2.630, 1.164], [0.370, 3.122, 1.852], [1.006, 4.097, 1.015], [0.744, 2.831, 2.822], [0.192, 4.255, -0.183], [-0.928, 3.377, -0.065], [-1.725, 3.284, -0.800], [-1.474, 1.887, 1.551], [1.909, 4.633, 1.277], [0.339, 4.946, -1.008], [1.974, 0.973, -4.852], [1.968, -0.039, -3.813], [3.320, -0.753, -3.827], [1.183, -0.794, -3.998], [1.692, 0.455, -2.870], [3.752, -0.628, -5.311], [3.226, -1.784, -3.484], [4.044, -0.234, -3.189], [2.873, 0.512, -5.884], [3.526, -1.553, -5.856], [4.816, -0.390, -5.407], [2.242, 0.142, -6.714], [3.491, 1.352, -6.261], [-0.925, 0.160, -1.560], [-0.161, 0.882, -1.032]], "nbo_charge": [-0.618, -0.046, -0.465, 0.221, 0.189, 0.305, 0.216, 0.214, -0.628, 0.217, 0.224, 0.210, -0.638, 0.215, 0.230, 0.222, 0.999, -0.383, -0.423, -0.117, 0.263, -0.326, -0.169, 0.217, 0.252, 0.205, 0.220, -0.293, -0.279, -0.308, 0.245, -0.291, -0.267, 0.259, 0.258, 0.237, 0.242, -0.544, -0.089, -0.434, 0.180, 0.210, -0.436, 0.224, 0.190, -0.072, 0.211, 0.211, 0.173, 0.177, -0.500, -0.113]}

Entry 5:
{"formula": "C9H4N2O3Pb", "method": "ωB97M-V/def2-TZVPD", "energy_ev": -23747.9818, "orbital_gap_ev": 7.37, "charge": 2, "symbols": ["O", "C", "Pb", "C", "C", "O", "O", "N", "C", "C", "C", "C", "C", "N", "C", "H", "H", "H", "H"], "positions_angstrom": [[-0.045, 4.713, -1.448], [-0.037, 3.525, -1.492], [0.142, -0.433, -0.068], [2.344, -1.860, -0.797], [-2.064, -1.619, -0.885], [3.409, -1.973, -1.279], [-3.120, -1.828, -1.295], [2.883, -0.031, 5.990], [1.969, -0.016, 5.265], [0.778, -0.027, 4.419], [-0.496, 0.012, 5.034], [-1.639, 0.012, 4.237], [-1.464, -0.086, 2.874], [-0.249, -0.282, 2.259], [0.860, -0.122, 3.051], [-0.563, 0.060, 6.126], [-2.634, 0.076, 4.708], [-2.305, -0.016, 2.221], [1.823, -0.093, 2.537]], "nbo_charge": [-0.439, 0.459, 1.523, 0.452, 0.451, -0.321, -0.296, -0.136, 0.196, -0.143, -0.022, -0.222, 0.075, -0.665, 0.076, 0.281, 0.288, 0.218, 0.224]}